No. 1
{"formula": "C16H20N4O3Pb", "method": "ωB97M-V with the def2-TZVPD basis set", "elements": ["N", "C", "C", "H", "H", "H", "N", "C", "C", "H", "H", "H", "N", "C", "C", "H", "H", "H", "Pb", "C", "O", "C", "O", "C", "C", "C", "C", "C", "C", "H", "H", "H", "H", "H", "H", "C", "C", "N", "O", "H", "H", "H", "H", "H"], "positions_angstrom": [[1.238, 0.155, -2.234], [2.193, 0.298, -2.881], [3.365, 0.438, -3.708], [4.175, 0.905, -3.133], [3.128, 1.061, -4.579], [3.691, -0.555, -4.044], [-2.737, -0.965, -0.828], [-3.812, -1.240, -1.161], [-5.131, -1.623, -1.567], [-5.402, -1.074, -2.478], [-5.835, -1.385, -0.759], [-5.128, -2.702, -1.761], [-0.310, 0.490, 2.494], [0.086, 0.756, 3.552], [0.552, 1.052, 4.885], [0.257, 0.236, 5.558], [0.104, 1.991, 5.234], [1.646, 1.145, 4.886], [-0.401, 0.109, -0.139], [-1.274, -2.209, 1.445], [-1.642, -2.997, 2.178], [-0.268, -2.426, -1.621], [-0.162, -3.316, -2.323], [-0.774, 2.684, -1.918], [0.114, 3.101, -0.917], [-0.324, 3.194, 0.408], [-1.649, 2.870, 0.731], [-2.531, 2.446, -0.267], [-2.093, 2.353, -1.594], [-0.430, 2.587, -2.953], [1.156, 3.324, -1.168], [0.375, 3.490, 1.198], [-1.990, 2.920, 1.770], [-3.556, 2.160, -0.005], [-2.775, 1.996, -2.374], [3.849, -1.850, 1.392], [2.437, -2.037, 0.943], [1.964, -3.307, 0.878], [1.681, -1.090, 0.627], [4.296, -2.823, 1.607], [3.905, -1.238, 2.297], [4.453, -1.357, 0.624], [1.014, -3.477, 0.580], [2.549, -4.090, 1.126]], "forces_ev_per_a": [[0.6, 0.6, -0.2], [-0.8, -0.2, 0.4], [0.3, 0.1, -0.1], [-0.2, -0.1, -0.1], [0.1, -0.2, 0.1], [-0.1, 0.2, 0.0], [-0.5, 0.5, -0.2], [0.9, 0.1, 0.3], [-0.4, -0.1, -0.1], [0.0, -0.2, 0.1], [0.0, -0.1, -0.2], [-0.2, 0.1, 0.0], [0.3, 0.6, 0.2], [-0.3, -0.2, -0.6], [0.2, 0.0, 0.3], [0.0, 0.1, -0.1], [0.1, -0.2, 0.0], [-0.2, 0.0, 0.0], [0.7, -3.3, 0.4], [-0.8, -1.7, 1.8], [0.8, 1.8, -1.7], [0.4, -2.1, -1.8], [-0.3, 2.2, 1.8], [0.9, 0.2, -1.2], [1.0, 0.5, -0.4], [0.8, 0.6, 0.8], [-0.5, 0.3, 1.2], [-1.2, -0.2, 0.5], [-1.1, -0.4, -0.9], [-0.1, 0.2, 0.3], [-0.3, 0.1, 0.0], [-0.2, 0.0, -0.3], [0.1, 0.1, -0.3], [0.3, 0.2, -0.1], [0.2, 0.2, 0.2], [0.3, -0.1, 0.1], [-0.5, -1.7, -0.1], [0.4, 1.4, 0.0], [-0.3, 0.8, -0.1], [0.0, 0.2, 0.0], [-0.2, 0.0, -0.1], [-0.2, 0.0, 0.0], [0.1, -0.1, 0.1], [0.0, -0.2, 0.0]], "gap_ev": [2.46, 2.85], "homo_ev": [-21.9, -22.2], "e_above_lowest_kcal_mol": 0.0, "charge": 4}

No. 2
{"formula": "C16H20N4O4S2", "method": "ωB97M-V with the def2-TZVPD basis set", "elements": ["C", "C", "H", "H", "O", "C", "O", "C", "C", "C", "N", "C", "N", "C", "O", "C", "H", "H", "S", "C", "N", "C", "C", "C", "O", "N", "H", "C", "H", "C", "H", "H", "H", "H", "C", "H", "H", "H", "H", "S", "H", "H", "H", "H", "H", "H"], "positions_angstrom": [[-2.411, -3.115, 1.139], [-3.161, -2.726, -0.127], [-2.573, -2.946, -1.020], [-4.124, -3.244, -0.175], [-3.391, -1.315, -0.171], [-4.502, -0.853, 0.398], [-5.344, -1.532, 0.917], [-4.587, 0.669, 0.283], [-3.241, 1.292, 0.210], [-2.436, 1.684, 1.230], [-1.211, 2.151, 0.883], [-1.027, 2.120, -0.389], [0.095, 2.483, -1.076], [1.390, 2.686, -0.640], [2.267, 2.832, -1.454], [1.589, 2.790, 0.851], [1.698, 3.838, 1.134], [0.767, 2.334, 1.400], [3.150, 1.990, 1.309], [2.852, 0.429, 0.585], [1.730, 0.213, -0.013], [1.521, -1.011, -0.583], [2.454, -2.006, -0.543], [3.712, -1.780, 0.142], [4.624, -2.568, 0.270], [3.829, -0.494, 0.691], [4.697, -0.275, 1.167], [2.278, -3.373, -1.141], [1.732, -3.314, -2.084], [1.561, -4.313, -0.171], [2.140, -4.411, 0.744], [1.452, -5.299, -0.616], [0.573, -3.934, 0.084], [3.273, -3.773, -1.342], [0.188, -1.132, -1.252], [-0.039, -2.159, -1.513], [-0.586, -0.749, -0.590], [0.182, -0.527, -2.158], [0.025, 2.424, -2.086], [-2.410, 1.516, -1.303], [-2.697, 1.659, 2.272], [-5.143, 1.037, 1.148], [-5.166, 0.891, -0.617], [-3.023, -2.903, 2.013], [-2.187, -4.177, 1.118], [-1.482, -2.555, 1.216]], "forces_ev_per_a": [[-0.2, 0.3, -0.3], [0.0, -0.5, 0.2], [-0.1, 0.0, 0.1], [0.2, 0.1, -0.1], [0.2, 0.1, -0.2], [-0.3, 0.4, 0.1], [-0.1, -0.1, 0.1], [0.0, -0.4, 0.0], [0.3, 0.4, 0.1], [-0.8, -0.3, -0.5], [0.7, 0.3, 0.0], [-1.0, -0.4, -0.1], [-0.1, 0.3, -0.8], [0.0, 0.2, 0.0], [0.1, 0.1, -0.1], [0.5, -0.5, 0.2], [0.0, 0.0, 0.0], [0.2, 0.2, -0.1], [0.1, 0.3, 0.2], [-0.4, 0.1, 0.0], [0.0, 0.2, 0.3], [0.4, -0.4, 0.0], [-0.2, 0.0, -0.2], [-0.1, 0.3, 0.1], [0.2, -0.2, 0.0], [0.1, 0.0, 0.0], [-0.1, -0.1, -0.1], [0.0, 0.0, 0.2], [0.1, 0.0, 0.0], [0.1, 0.0, -0.2], [0.0, 0.0, 0.1], [-0.1, -0.1, 0.0], [-0.1, 0.0, 0.1], [-0.1, 0.0, -0.1], [0.2, -0.2, 0.1], [-0.1, -0.1, -0.1], [-0.1, 0.0, 0.0], [0.0, 0.0, -0.1], [0.2, 0.1, 0.2], [0.3, 0.2, 0.7], [-0.2, -0.1, 0.2], [0.0, -0.1, -0.1], [-0.1, 0.0, 0.1], [0.0, 0.0, 0.1], [0.0, -0.1, 0.0], [0.1, 0.0, 0.0]], "gap_ev": 8.93, "smiles": "CCOC(=O)Cc1cnc(NC(=O)CSc2nc(C)c(CC)c(=O)[nH]2)s1", "homo_ev": -8.6, "e_above_lowest_kcal_mol": 10.9}

No. 3
{"formula": "C16H20N6O2S2", "method": "ωB97M-V with the def2-TZVPD basis set", "elements": ["C", "H", "O", "C", "C", "C", "C", "C", "C", "N", "C", "N", "C", "N", "C", "N", "N", "H", "H", "C", "H", "H", "S", "C", "N", "C", "H", "H", "C", "O", "C", "H", "C", "H", "H", "H", "H", "H", "S", "H", "H", "H", "H", "H", "H", "H"], "positions_angstrom": [[2.968, -5.216, -4.188], [2.310, -5.358, -5.051], [2.435, -4.285, -3.280], [1.227, -4.569, -2.689], [0.482, -5.712, -2.922], [-0.729, -5.901, -2.272], [-1.199, -4.951, -1.388], [-0.464, -3.802, -1.145], [0.748, -3.597, -1.786], [1.544, -2.472, -1.603], [1.370, -1.383, -0.830], [0.294, -1.259, -0.045], [0.237, -0.139, 0.657], [1.127, 0.834, 0.632], [2.176, 0.613, -0.172], [2.345, -0.473, -0.918], [3.106, 1.582, -0.244], [3.961, 1.389, -0.733], [3.056, 2.333, 0.419], [-0.940, 0.015, 1.560], [-1.630, -0.816, 1.430], [-0.612, 0.102, 2.604], [-1.830, 1.547, 1.201], [-1.477, 2.549, 2.631], [-2.046, 3.760, 2.623], [-2.749, 4.348, 1.504], [-2.926, 3.608, 0.727], [-3.709, 4.731, 1.867], [-1.913, 5.513, 0.954], [-1.657, 6.470, 1.954], [-0.976, 5.895, 3.047], [-0.836, 6.694, 3.776], [-1.782, 4.742, 3.655], [-1.230, 4.275, 4.471], [-2.740, 5.119, 4.027], [0.006, 5.518, 2.724], [-2.454, 6.033, 0.162], [-0.968, 5.118, 0.553], [-0.568, 1.996, 3.886], [2.395, -2.461, -2.151], [-0.815, -3.051, -0.458], [-2.140, -5.098, -0.882], [-1.298, -6.798, -2.466], [0.833, -6.466, -3.610], [3.914, -4.792, -4.523], [3.155, -6.183, -3.709]], "forces_ev_per_a": [[0.1, -0.2, -0.2], [0.0, 0.0, 0.1], [-0.4, 0.2, 0.4], [0.0, 0.1, 0.1], [0.2, 0.1, -0.1], [-0.1, 0.0, 0.1], [0.0, -0.2, -0.1], [0.0, 0.0, 0.0], [-0.2, -0.3, -0.1], [0.5, -0.1, -0.4], [0.2, 0.6, 0.4], [-0.2, -0.4, -0.2], [0.4, 0.1, -0.1], [0.0, 0.3, 0.3], [-0.4, -0.4, -0.1], [0.2, -0.1, -0.2], [0.2, 0.2, 0.0], [0.0, 0.0, 0.0], [0.0, 0.0, 0.0], [-0.3, 0.3, 0.0], [0.0, 0.0, 0.0], [0.0, -0.1, -0.1], [-0.1, 0.0, 0.1], [0.0, -0.3, 0.1], [0.0, -0.1, -0.1], [0.0, 0.3, -0.4], [-0.1, 0.1, 0.0], [0.0, -0.1, -0.1], [-0.2, -0.2, -0.1], [-0.1, 0.2, -0.1], [-0.1, -0.2, 0.3], [0.0, -0.1, 0.0], [0.3, 0.5, 0.3], [-0.1, 0.1, -0.1], [0.0, 0.0, 0.0], [-0.1, 0.0, 0.0], [0.0, -0.1, 0.0], [-0.1, 0.0, 0.0], [0.4, -0.1, 0.5], [-0.1, 0.1, 0.1], [0.0, -0.1, 0.0], [-0.1, 0.0, 0.1], [0.0, -0.1, 0.0], [0.1, 0.0, -0.1], [-0.1, -0.1, 0.0], [0.0, 0.0, 0.0]], "gap_ev": 8.59, "smiles": "COc1ccccc1Nc1nc(N)nc(CSC(=S)N2CCOCC2)n1", "homo_ev": -7.9, "e_above_lowest_kcal_mol": 0.0}

No. 4
{"formula": "C16H21AsCl2N3RuSSi2", "method": "ωB97M-V with the def2-TZVPD basis set", "elements": ["Ru", "Cl", "C", "C", "C", "C", "C", "Cl", "C", "S", "H", "H", "H", "N", "C", "C", "C", "N", "C", "N", "C", "Si", "C", "C", "As", "Si", "C", "C", "C", "H", "H", "H", "H", "H", "H", "H", "H", "H", "H", "H", "H", "H", "H", "H", "H", "H", "H"], "positions_angstrom": [[1.450, -0.188, -0.317], [1.747, -0.125, 1.917], [1.546, 1.570, 2.399], [1.532, 1.893, 3.740], [1.395, 3.237, 4.052], [1.275, 4.192, 3.048], [1.294, 3.817, 1.718], [1.144, 4.999, 0.473], [1.435, 2.472, 1.365], [1.503, 1.941, -0.313], [1.631, 1.135, 4.504], [1.382, 3.547, 5.087], [1.167, 5.239, 3.296], [2.944, -1.093, -1.180], [4.073, -1.363, -1.380], [5.362, -1.690, -1.614], [5.948, -2.722, -0.829], [6.384, -3.555, -0.167], [6.082, -0.976, -2.612], [6.635, -0.387, -3.430], [-3.329, -1.198, 1.353], [-1.906, -2.265, 0.796], [-2.419, -3.701, -0.261], [-0.748, -2.732, 2.172], [-0.685, -0.780, -0.657], [-1.807, 0.643, -2.257], [-3.163, -0.444, -2.922], [-2.406, 2.060, -1.210], [-0.554, 1.135, -3.534], [-3.926, -1.767, 2.072], [-3.991, -0.915, 0.533], [-2.988, -0.291, 1.855], [-3.018, -4.394, 0.336], [-1.551, -4.247, -0.634], [-3.023, -3.393, -1.116], [-1.219, -3.504, 2.786], [-0.525, -1.885, 2.821], [0.189, -3.145, 1.796], [-3.899, -0.707, -2.161], [-2.768, -1.362, -3.359], [-3.689, 0.095, -3.714], [-3.081, 1.738, -0.416], [-2.951, 2.762, -1.847], [-1.571, 2.602, -0.764], [-0.149, 0.272, -4.063], [0.274, 1.693, -3.093], [-1.029, 1.788, -4.271]], "forces_ev_per_a": [[0.1, -0.1, -0.4], [0.0, 0.1, 0.3], [0.0, -0.2, -0.1], [0.0, 0.1, -0.1], [0.0, 0.0, 0.0], [0.0, 0.0, 0.0], [0.0, 0.0, -0.1], [0.0, 0.0, 0.0], [0.0, 0.1, 0.1], [-0.1, 0.7, 0.1], [0.0, 0.0, 0.0], [0.0, 0.0, 0.0], [0.0, 0.0, 0.0], [0.0, -0.4, 0.0], [0.0, 0.0, 0.0], [-0.1, 0.0, 0.0], [0.0, 0.0, 0.0], [0.0, 0.0, 0.0], [0.0, 0.0, -0.1], [0.0, 0.0, 0.0], [0.0, -0.1, 0.1], [-0.1, 0.1, 0.1], [0.1, 0.0, -0.1], [0.0, 0.0, 0.0], [0.0, -0.2, 0.0], [0.0, 0.0, 0.0], [0.0, 0.0, 0.0], [0.0, 0.0, -0.1], [0.0, 0.0, 0.0], [0.0, 0.0, 0.0], [0.0, 0.0, 0.0], [0.0, 0.0, 0.0], [0.0, 0.0, 0.0], [0.0, 0.0, 0.0], [0.0, 0.0, 0.0], [0.0, 0.0, 0.0], [0.0, 0.0, 0.0], [0.0, 0.0, 0.0], [0.0, 0.0, 0.0], [0.0, 0.0, 0.0], [0.0, 0.0, 0.0], [0.0, 0.0, 0.0], [0.0, 0.0, 0.0], [0.0, 0.0, 0.0], [0.0, 0.0, 0.0], [0.0, 0.0, 0.0], [0.0, 0.0, 0.0]], "gap_ev": [5.42, 5.45], "homo_ev": [-10.8, -10.8], "e_above_lowest_kcal_mol": 7.0, "charge": 1}